Record 1
Density functional theory data (ωB97M-V/def2-TZVPD) for a molecular structure, C4H2LiO2Tl.

Its LUMO energy (alpha / beta) is -10.70 / -10.70 eV. The highest occupied orbital energy (alpha / beta) is -15.9 / -15.9 eV. For the energy relative to the best compared isomer or geometry (same formula, charge and spin), the calculation gives 18.2 kcal/mol. For the frontier orbital gap (alpha / beta), the calculation gives 5.2 / 5.2 eV.

ORCA input file:
```
! RIJCOSX wB97M-V def2-TZVPD def2/J DEFGRID3
* xyz 2 1
C -1.9766 1.4593 0.2944
C -0.7881 1.5066 0.7741
O -3.0619 1.5241 -0.1926
Li -4.4072 0.8886 -1.2953
H -0.6021 2.0216 1.7213
C 2.6249 -2.7084 -0.0926
C 2.5150 -1.5175 -0.3509
O 2.1637 -0.3195 -0.5266
Tl 0.8497 0.9219 -0.3157
H 2.6826 -3.7766 -0.0161
*
```


Record 2
Density functional theory data (ωB97M-V/def2-TZVPD) for a molecular structure, C43H42B2F2N10ReSi.

Its LUMO energy (alpha / beta) is -1.29 / -1.14 eV. The highest occupied orbital energy (alpha / beta) is -8.2 / -8.3 eV. For the energy relative to the best compared isomer or geometry (same formula, charge and spin), the calculation gives 0.0 kcal/mol. For the frontier orbital gap (alpha / beta), the calculation gives 6.9 / 7.2 eV.

ORCA input file:
```
! RIJCOSX wB97M-V def2-TZVPD def2/J DEFGRID3
* xyz 0 2
Re -0.7133 -0.2340 0.8527
C 0.6302 -0.2182 -4.4745
C -0.2349 0.1311 -3.3098
C -1.4310 0.8301 -3.3217
C -1.9239 0.7898 -2.0218
N -1.0793 0.0952 -1.2471
N -0.0197 -0.2597 -2.0412
B 1.0031 -1.1152 -1.2548
N 2.3977 -1.1832 -1.8118
N 2.8998 -0.0404 -2.3475
C 4.2065 -0.2133 -2.4363
C 4.5692 -1.4912 -1.9593
C 3.4011 -2.0601 -1.5243
C 3.2206 -3.3563 -0.8078
C 5.0696 0.8583 -2.9572
C 4.5944 2.1665 -3.0295
C 5.4151 3.1878 -3.4768
C 6.7265 2.9195 -3.8488
C 7.2064 1.6206 -3.7786
C 6.3819 0.5971 -3.3363
N 0.2878 -2.4415 -0.9287
N -0.4324 -2.3811 0.2259
C -1.1573 -3.5185 0.2886
C -0.9110 -4.2830 -0.8466
C -0.0208 -3.5533 -1.6135
C 0.5369 -3.8539 -2.9638
C -1.9359 -3.9411 1.4629
C -3.1984 -4.5066 1.2927
C -3.9166 -4.9455 2.3900
C -3.3795 -4.8261 3.6670
C -2.1153 -4.2860 3.8425
C -1.3936 -3.8519 2.7390
C -3.1350 1.4950 -1.5749
C -3.2904 2.8282 -1.9564
C -4.4210 3.5353 -1.5855
C -5.4016 2.9200 -0.8188
C -5.2546 1.5919 -0.4443
C -4.1298 0.8772 -0.8262
H 0.2187 0.2433 -5.3699
H 1.6497 0.1206 -4.3204
H 0.6582 -1.2956 -4.6285
H -1.9014 1.2924 -4.1705
H 1.0658 -0.6089 -0.1090
H 5.5547 -1.9167 -1.8784
H 4.1998 -3.7241 -0.5058
H 2.6093 -3.2457 0.0901
H 2.7537 -4.1161 -1.4348
H 3.5789 2.3730 -2.7190
H 5.0350 4.2001 -3.5226
H 7.3719 3.7222 -4.1850
H 8.2267 1.4017 -4.0649
H 6.7617 -0.4159 -3.2864
H -1.3037 -5.2633 -1.0570
H 0.7487 -4.9171 -3.0683
H -0.1982 -3.5843 -3.7263
H 1.4426 -3.2885 -3.1585
H -3.6263 -4.5673 0.2997
H -4.9020 -5.3694 2.2521
H -3.9468 -5.1582 4.5263
H -1.6867 -4.2007 4.8325
H -0.3881 -3.4720 2.8608
H -2.5127 3.3106 -2.5342
H -4.5296 4.5696 -1.8834
H -6.2815 3.4741 -0.5190
H -6.0200 1.1056 0.1461
H -4.0278 -0.1602 -0.5532
F -3.0869 -0.5813 2.7519
B -2.6318 -0.8356 1.5243
F -3.5021 -1.5276 0.7722
C -0.0400 4.1411 -0.0362
Si 0.5656 2.7494 1.0693
C 1.0477 3.3855 2.7488
C 2.0401 1.9060 0.3268
N -0.8017 1.5803 1.3322
C -1.8227 2.1391 2.1962
C -2.8052 2.9695 1.6785
C -3.7336 3.5516 2.5314
C -3.6776 3.3201 3.8948
C -2.6806 2.5045 4.4118
C -1.7553 1.9177 3.5688
H -0.0549 5.0890 0.5032
H -1.0539 3.9584 -0.4145
H 0.6206 4.2485 -0.8972
H 1.8741 4.0910 2.6328
H 1.3847 2.5839 3.4078
H 0.2242 3.9059 3.2377
H 2.8446 2.6497 0.3159
H 1.9197 1.5690 -0.7018
H 2.3988 1.0776 0.9395
H -2.8379 3.1631 0.6155
H -4.5021 4.1928 2.1195
H -4.4033 3.7764 4.5570
H -2.6291 2.3183 5.4760
H -0.9820 1.2743 3.9608
N 0.0158 -0.8401 2.6232
C 0.5558 -1.2019 3.5899
C 1.2040 -1.6320 4.7129
C 2.6126 -1.4719 4.8000
N 3.7546 -1.3416 4.8709
C 0.4651 -2.2541 5.7543
N -0.1292 -2.7694 6.5958
*
```


Record 3
Density functional theory data (ωB97M-V/def2-TZVPD) for a molecular structure, C7H23FeO12PPd.

Its LUMO energy (alpha / beta) is -0.23 / -1.14 eV. The highest occupied orbital energy (alpha / beta) is -7.9 / -8.0 eV. For the energy relative to the best compared isomer or geometry (same formula, charge and spin), the calculation gives 6.1 kcal/mol. For the frontier orbital gap (alpha / beta), the calculation gives 7.7 / 6.9 eV.

ORCA input file:
```
! RIJCOSX wB97M-V def2-TZVPD def2/J DEFGRID3
* xyz 0 7
Fe -1.1794 -2.7874 -0.3602
Pd 1.6883 -1.9654 -1.5489
O 0.0315 -1.2125 -0.2636
H 0.3098 -0.5114 0.3142
P -0.1223 -3.5009 -2.7942
O -1.4129 -2.7644 -2.3064
O 0.4045 -3.5741 -1.3097
O 0.8988 -2.5303 -3.3841
O -0.2760 -4.8439 -3.4441
C -1.7402 -2.3930 2.6757
C -2.2381 -1.1691 1.9261
O -2.7698 -1.6209 0.6592
O -0.8689 -3.2146 1.8552
H -2.5827 -3.0549 2.9057
H -1.3431 -2.1388 3.6596
H -1.4804 -0.3869 1.8255
H -3.0165 -0.6138 2.4535
H -3.4990 -1.0336 0.4369
H -0.5803 -3.8859 2.4847
C -1.5700 3.3829 -1.3626
C -1.0312 1.9693 -1.5175
O -0.1487 1.6601 -0.4292
O -2.9678 3.4106 -1.7393
H -1.1331 4.2572 -1.8541
H -1.5865 3.7113 -0.3194
H -0.5956 1.8696 -2.5136
H -1.8737 1.2845 -1.4248
H -0.2671 0.6965 -0.3105
H -3.0095 3.4911 -2.6971
C 2.5067 1.6920 2.5052
C 1.2133 0.9007 2.8191
O 0.0790 1.6741 2.5183
O 3.6217 0.8857 2.8533
H 2.4461 2.6364 3.0453
H 2.4981 1.7545 1.4129
H 1.2613 0.6146 3.8678
H 1.1681 0.0620 2.1125
H 0.0273 1.9488 1.5935
H 4.4247 1.2198 2.4481
C 2.3956 0.6313 -3.1505
O 2.4064 0.1272 -1.8179
H 1.5025 1.2371 -3.3288
H 3.1841 1.3764 -3.3039
H 2.4731 -0.1275 -3.9215
H 2.7519 0.8355 -1.2703
*
```


Record 4
Density functional theory data (ωB97M-V/def2-TZVPD) for 5 unconnected molecules or ions with the total composition C49H73FINO4.

Its LUMO energy is -0.86 eV. The highest occupied orbital energy is -9.2 eV. For the frontier orbital gap, the calculation gives 8.3 eV. Its SMILES is C=CCc1ccc2c(c1F)C(=O)c1c(CN)cc(I)c(OC(=O)c3ccccc3)c1C2=O.CCCCCC.CCCCCC.CCCCCC.CCCCCC.

ORCA input file:
```
! RIJCOSX wB97M-V def2-TZVPD def2/J DEFGRID3
* xyz 0 1
C 7.3569 -3.1291 1.2523
C 7.2603 -3.9038 0.1282
C 5.8874 -4.2480 -0.5153
C 5.4843 -3.3492 -1.7278
C 4.6511 -3.9920 -2.7601
C 4.1636 -3.2600 -3.9295
C 4.5410 -1.8638 -4.0373
C 5.3721 -1.1895 -3.0387
C 5.8420 -1.9312 -1.8857
F 6.5804 -1.2798 -0.9450
C 5.6589 0.3314 -3.2913
O 6.7403 0.8226 -3.1045
C 4.4243 1.1215 -3.8502
C 4.0844 2.4777 -3.4587
C 4.9541 3.3036 -2.4653
N 4.2351 3.5383 -1.1802
C 2.8671 3.0841 -4.0342
C 1.9895 2.4091 -4.9690
I 0.1895 3.2600 -5.7789
C 2.3610 1.0473 -5.3914
O 1.5663 0.3110 -6.2918
C 0.9308 -0.7617 -5.6216
O 1.1719 -1.8777 -5.9799
C -0.0252 -0.5824 -4.4239
C 0.2838 -1.0862 -3.0756
C -0.6469 -0.9491 -1.9728
C -1.9580 -0.3106 -2.1463
C -2.2533 0.2124 -3.4837
C -1.3163 0.0741 -4.5918
C 3.5559 0.4341 -4.8365
C 4.0179 -1.0117 -5.2425
O 4.0068 -1.4109 -6.3733
H 8.2619 -2.4903 1.3990
H 6.5454 -3.1980 2.0192
H 8.2023 -4.2846 -0.3289
H 5.9817 -5.3005 -0.9161
H 5.0244 -4.2696 0.1982
H 4.3255 -5.0579 -2.6712
H 3.5149 -3.6818 -4.7257
H 5.0852 4.3222 -2.9500
H 5.9888 2.9056 -2.3281
H 4.7351 4.2853 -0.6870
H 3.3364 3.9574 -1.4471
H 2.5992 4.1237 -3.7227
H 1.2558 -1.5926 -2.8843
H -0.3383 -1.3501 -0.9761
H -2.6838 -0.2308 -1.3008
H -3.2350 0.7247 -3.6079
H -1.6189 0.4869 -5.5810
C -5.0462 3.3657 -1.9041
C -5.1522 2.3862 -0.7413
C -5.5615 0.9788 -1.1767
C -6.9414 0.8732 -1.8299
C -8.1028 1.3793 -0.9732
C -8.2833 0.5909 0.3184
H -6.0047 3.4991 -2.4096
H -4.7244 4.3455 -1.5440
H -4.3142 3.0197 -2.6386
H -5.8520 2.7750 0.0050
H -4.1776 2.3262 -0.2465
H -5.5173 0.3143 -0.3076
H -4.8162 0.5940 -1.8827
H -7.1229 -0.1757 -2.0902
H -6.9404 1.4194 -2.7784
H -9.0238 1.3035 -1.5597
H -7.9742 2.4410 -0.7423
H -8.4626 -0.4660 0.1071
H -9.1392 0.9732 0.8788
H -7.4062 0.6678 0.9645
C 2.9838 -10.4243 -0.8398
C 2.6192 -9.7431 0.4742
C 2.4484 -8.2302 0.3387
C 3.7036 -7.4708 -0.0973
C 4.9215 -7.6563 0.8098
C 4.6961 -7.1424 2.2265
H 3.9413 -10.0703 -1.2272
H 3.0660 -11.5038 -0.6950
H 2.2174 -10.2434 -1.5972
H 3.3734 -9.9775 1.2318
H 1.6779 -10.1664 0.8370
H 2.0913 -7.8287 1.2922
H 1.6522 -8.0249 -0.3861
H 3.4612 -6.4026 -0.1525
H 3.9758 -7.7678 -1.1156
H 5.7652 -7.1134 0.3725
H 5.2194 -8.7082 0.8421
H 4.4455 -6.0783 2.2193
H 5.6005 -7.2721 2.8245
H 3.8898 -7.6814 2.7280
C 1.0336 2.9739 -0.9458
C -0.0957 2.2644 -0.2121
C -1.1502 3.2244 0.3383
C -0.6445 4.2190 1.3853
C 0.0016 3.5868 2.6186
C -0.9614 2.7177 3.4179
H 1.5865 3.6443 -0.2842
H 1.7429 2.2444 -1.3432
H 0.6445 3.5585 -1.7851
H 0.3185 1.6468 0.5916
H -0.5837 1.5771 -0.9065
H -1.9743 2.6387 0.7597
H -1.5843 3.7912 -0.4941
H -1.4866 4.8432 1.7062
H 0.0744 4.9032 0.9237
H 0.3685 4.3891 3.2667
H 0.8792 2.9991 2.3336
H -1.8229 3.3006 3.7542
H -0.4615 2.3130 4.3006
H -1.3266 1.8731 2.8296
C -5.2885 3.6644 4.3459
C -5.3143 5.0937 4.8744
C -4.0644 5.4593 5.6750
C -3.8406 4.6344 6.9446
C -4.9886 4.6757 7.9542
C -5.2523 6.0717 8.5056
H -5.2538 2.9338 5.1565
H -6.1877 3.4637 3.7587
H -4.4211 3.5054 3.7001
H -6.2147 5.2469 5.4774
H -5.3938 5.7786 4.0247
H -4.1092 6.5221 5.9329
H -3.1837 5.3473 5.0315
H -2.9259 4.9896 7.4324
H -3.6481 3.5914 6.6741
H -4.7395 4.0126 8.7886
H -5.9047 4.2759 7.5093
H -4.3621 6.4697 8.9987
H -6.0603 6.0424 9.2398
H -5.5486 6.7678 7.7181
*
```


Record 5
Density functional theory data (ωB97M-V/def2-TZVPD) for 2 unconnected molecules or ions with the total composition C13H18NSe.

Its LUMO energy (alpha / beta) is -5.37 / -5.37 eV. The highest occupied orbital energy (alpha / beta) is -12.3 / -12.3 eV. For the energy relative to the best compared isomer or geometry (same formula, charge and spin), the calculation gives 46.4 kcal/mol. For the frontier orbital gap (alpha / beta), the calculation gives 7.0 / 7.0 eV.

ORCA input file:
```
! RIJCOSX wB97M-V def2-TZVPD def2/J DEFGRID3
* xyz 1 1
C -0.3663 3.5504 -0.7734
C -1.5317 2.7751 -0.8008
C 0.8120 2.9837 -0.3642
C -1.4507 1.4165 -0.6795
C 0.8772 1.6282 0.0426
C -0.2874 0.7427 -0.2183
C 2.1561 1.1261 0.6379
C -0.3193 -0.9896 3.0944
C -1.2511 -1.6356 -0.3666
C 0.7114 -1.8497 3.1845
C -1.3092 -2.3735 -1.7406
C 2.7218 -0.0887 -0.0403
C -0.1956 -0.6488 -0.0287
N -1.5827 -1.4453 -2.8211
Se 1.3537 -1.5540 0.0982
H -0.3220 4.5366 -1.0816
H -2.4595 3.1937 -1.0678
H 1.6796 3.6006 -0.1704
H -2.4184 0.8733 -0.7088
H 2.9580 1.8463 0.2291
H 2.1249 1.1710 1.7477
H -1.2912 -1.3633 3.2537
H -0.1716 0.1079 3.1290
H -2.3368 -1.3414 -0.2261
H -1.1850 -2.4943 0.4247
H 1.7729 -1.5424 3.0640
H 0.6122 -2.9124 3.2887
H -0.2842 -2.9242 -1.8230
H -2.2420 -3.0288 -1.8380
H 2.8742 0.0190 -1.0966
H 3.7874 -0.3643 0.3886
H -0.9083 -1.4437 -3.5995
H -2.5286 -1.5708 -3.1377
*
```


Record 6
Density functional theory data (ωB97M-V/def2-TZVPD) for 2 unconnected molecules or ions with the total composition CH3NO2P.

Its LUMO energy is 4.64 eV. The highest occupied orbital energy is -3.0 eV. For the energy relative to the best compared isomer or geometry (same formula, charge and spin), the calculation gives 23.9 kcal/mol. For the frontier orbital gap, the calculation gives 7.6 eV.

ORCA input file:
```
! RIJCOSX wB97M-V def2-TZVPD def2/J DEFGRID3
* xyz -1 1
C -0.4001 -0.0806 -0.7185
N -0.9912 -1.1130 -0.9835
O 0.1122 1.9441 1.1044
O 0.7538 -0.4790 1.5706
P -0.5373 0.6049 1.0932
H 0.5006 0.4873 -1.7016
H -0.8764 -1.5690 -1.8839
H 1.4383 0.2053 1.5193
*
```